[1]
# C28H21F3NOP

A cluster of 2 separate species, C28H21F3NOP in total (the ωB97M-V functional and the def2-TZVPD basis, OMol25).

Last column: Löwdin charge in e.
Positions of all 55 atoms, in Å:
C 3.895770 -2.468658 3.579556  -0.09
C 2.863635 -2.333427 4.486163  -0.08
C 1.762651 -1.564742 4.159004  -0.09
C 1.706544 -0.940730 2.938251  -0.30
P 0.282715 0.089403 2.597783  0.73
C -1.177523 -0.932848 2.805135  -0.29
C -2.100894 -0.634316 3.777041  -0.09
C -3.183539 -1.469708 3.978216  -0.09
C -3.331899 -2.597892 3.197190  -0.10
C -2.411984 -2.884960 2.208236  -0.08
C -1.331069 -2.044199 2.013561  -0.07
C 0.273540 1.391604 3.832758  -0.26
C 0.344493 2.613075 3.464230  -0.42
N 0.417748 3.807068 3.153525  0.07
O 0.362302 0.625177 1.149688  -0.39
C 2.730157 -1.067998 2.032914  -0.07
C 3.833392 -1.838457 2.352093  -0.08
H 4.758207 -3.060920 3.834730  0.10
H 2.923039 -2.807730 5.452484  0.10
H 0.951546 -1.435445 4.856846  0.11
H -1.980018 0.253458 4.373795  0.09
H -3.904566 -1.246503 4.748625  0.10
H -4.159115 -3.265928 3.370283  0.10
H -2.531821 -3.765604 1.596709  0.10
H -0.607626 -2.245701 1.241332  0.11
H 0.334794 1.116127 4.865879  0.06
H 2.666181 -0.549505 1.090931  0.11
H 4.650069 -1.932921 1.654111  0.10
F -7.129879 0.601977 0.448288  0.15
C -6.786851 1.313169 -0.645223  -0.56
F -6.317419 0.496533 -1.608152  0.15
F -7.843573 2.017477 -1.096045  0.16
C -5.698583 2.289595 -0.255340  -0.10
C -4.662123 2.591778 -1.118123  0.01
C -3.676498 3.466161 -0.737290  0.02
C -3.699605 4.083294 0.535285  -0.17
C -2.637770 4.962926 0.868789  0.12
C -2.349011 5.706531 2.044257  -0.19
C -1.266803 6.611915 2.002668  0.00
C -0.937989 7.384090 3.087610  -0.05
C -1.666121 7.289264 4.258025  -0.04
C -2.713994 6.394937 4.344972  -0.05
C -3.042232 5.609416 3.269790  0.00
C -4.802678 3.791355 1.366677  0.02
C -5.767494 2.902477 0.977567  0.01
H -4.648188 2.122746 -2.087034  0.13
H -2.874941 3.697329 -1.419640  0.13
H -1.919923 5.100376 0.076993  0.13
H -0.686623 6.685602 1.099340  0.12
H -0.103550 8.062070 3.030336  0.11
H -1.406645 7.897244 5.107444  0.11
H -3.269176 6.301608 5.264066  0.11
H -3.798081 4.867711 3.412440  0.09
H -4.948242 4.299386 2.296669  0.09
H -6.596457 2.665360 1.622712  0.13

Atoms 1-3, force components in eV/Å:
C 0.223 -0.127 -0.002
C -0.164 -0.001 0.320
C 0.323 -0.423 0.523

Summary:
Multiplicity = 1
Kohn-Sham gap = 2.9 eV

[2]
# C28H21N8O2S2V

A structure of composition C28H21N8O2S2V (the ωB97M-V functional and the def2-TZVPD basis, OMol25).

Last column: Mulliken spin population.
Positions of all 62 atoms, in Å:
V 0.222226 -0.030611 0.399466  1.17
C 1.817946 -3.225702 4.514834  0.00
C 1.639231 -1.879587 4.808704  0.00
C 0.890289 -1.079180 3.958699  -0.01
C 0.332561 -1.622295 2.808716  0.02
C 0.493370 -2.967155 2.520993  -0.01
C 1.235851 -3.768548 3.377822  0.00
N -0.454388 -0.750406 1.946449  -0.13
C -1.767205 -0.421863 2.324061  0.02
C -2.592504 -1.138811 3.176749  -0.02
C -3.907905 -0.731094 3.314192  0.01
C -4.415949 0.385310 2.638212  -0.01
C -3.602020 1.117811 1.811134  0.00
C -2.277112 0.710881 1.666925  0.01
N -1.296276 1.237454 0.826757  -0.01
N -1.449157 2.336799 0.244280  0.04
C -0.371871 2.567853 -0.640072  0.03
C -0.314115 3.727343 -1.379684  0.00
C 0.713567 3.869886 -2.295672  0.02
C 1.650671 2.854451 -2.436869  -0.01
C 1.550190 1.732397 -1.645238  0.05
N 0.552770 1.591811 -0.751363  -0.05
H 2.401819 -3.852217 5.176937  0.00
H 2.078659 -1.453295 5.701913  0.00
H 0.716310 -0.035838 4.193630  0.00
H 0.041506 -3.385120 1.631355  0.00
H 1.357519 -4.820291 3.151924  0.00
H -2.214698 -2.008517 3.697073  0.00
H -4.568637 -1.302439 3.954323  0.00
H -5.454669 0.661383 2.757550  0.00
H -3.968751 1.980513 1.269055  0.00
H -1.076578 4.480323 -1.231610  0.00
H 0.781207 4.762258 -2.905192  0.00
H 2.451711 2.924979 -3.158481  0.00
H 2.262491 0.920556 -1.726077  0.00
S -1.555624 -0.724618 -1.020177  -0.08
C -0.655328 -2.184917 -1.228196  0.02
S 0.980374 -1.909649 -0.692657  -0.06
C -1.152059 -3.363594 -1.660714  -0.01
C -2.547466 -3.478324 -1.990142  0.00
N -3.672215 -3.541642 -2.224470  0.00
C -0.288620 -4.510182 -1.772086  0.00
N 0.434510 -5.401249 -1.861887  0.00
O 4.242809 -0.204343 -1.928060  0.00
C 5.484654 0.258965 -1.414851  0.00
N 6.115237 -0.621983 -0.471722  0.00
C 5.748507 -0.781321 0.832918  0.00
O 6.296637 -1.537543 1.600867  0.00
C 4.548106 0.006825 1.276779  0.00
C 4.647620 0.953999 2.281803  0.00
C 3.501165 1.617545 2.689435  0.01
C 2.303295 1.292489 2.095684  0.05
N 2.192691 0.345997 1.145680  -0.06
C 3.307540 -0.282364 0.745797  0.00
H 4.389088 -0.969969 -2.495379  0.00
H 5.249922 1.201382 -0.929392  0.00
H 6.199520 0.449615 -2.211100  0.00
H 6.858496 -1.232105 -0.777483  0.00
H 5.608336 1.168777 2.734837  0.00
H 3.533097 2.376831 3.458429  0.00
H 1.388461 1.796041 2.384239  0.00
H 3.215897 -1.030010 -0.028740  -0.01

Atoms 1-3, force components in eV/Å:
V 0.610 -2.415 -0.507
C -0.009 0.021 0.009
C 0.005 -0.006 -0.022

Summary:
Total charge = +1
⟨S²⟩ = 0.802
Multiplicity = 2
Kohn-Sham gap (alpha / beta) = 5.9 / 5.8 eV

Which formula does entry 1 have? C28H21F3NOP

Please write out number 1 again, unchanged.
# C28H21F3NOP

A cluster of 2 separate species, C28H21F3NOP in total (the ωB97M-V functional and the def2-TZVPD basis, OMol25).

Last column: Löwdin charge in e.
Positions of all 55 atoms, in Å:
C 3.895770 -2.468658 3.579556  -0.09
C 2.863635 -2.333427 4.486163  -0.08
C 1.762651 -1.564742 4.159004  -0.09
C 1.706544 -0.940730 2.938251  -0.30
P 0.282715 0.089403 2.597783  0.73
C -1.177523 -0.932848 2.805135  -0.29
C -2.100894 -0.634316 3.777041  -0.09
C -3.183539 -1.469708 3.978216  -0.09
C -3.331899 -2.597892 3.197190  -0.10
C -2.411984 -2.884960 2.208236  -0.08
C -1.331069 -2.044199 2.013561  -0.07
C 0.273540 1.391604 3.832758  -0.26
C 0.344493 2.613075 3.464230  -0.42
N 0.417748 3.807068 3.153525  0.07
O 0.362302 0.625177 1.149688  -0.39
C 2.730157 -1.067998 2.032914  -0.07
C 3.833392 -1.838457 2.352093  -0.08
H 4.758207 -3.060920 3.834730  0.10
H 2.923039 -2.807730 5.452484  0.10
H 0.951546 -1.435445 4.856846  0.11
H -1.980018 0.253458 4.373795  0.09
H -3.904566 -1.246503 4.748625  0.10
H -4.159115 -3.265928 3.370283  0.10
H -2.531821 -3.765604 1.596709  0.10
H -0.607626 -2.245701 1.241332  0.11
H 0.334794 1.116127 4.865879  0.06
H 2.666181 -0.549505 1.090931  0.11
H 4.650069 -1.932921 1.654111  0.10
F -7.129879 0.601977 0.448288  0.15
C -6.786851 1.313169 -0.645223  -0.56
F -6.317419 0.496533 -1.608152  0.15
F -7.843573 2.017477 -1.096045  0.16
C -5.698583 2.289595 -0.255340  -0.10
C -4.662123 2.591778 -1.118123  0.01
C -3.676498 3.466161 -0.737290  0.02
C -3.699605 4.083294 0.535285  -0.17
C -2.637770 4.962926 0.868789  0.12
C -2.349011 5.706531 2.044257  -0.19
C -1.266803 6.611915 2.002668  0.00
C -0.937989 7.384090 3.087610  -0.05
C -1.666121 7.289264 4.258025  -0.04
C -2.713994 6.394937 4.344972  -0.05
C -3.042232 5.609416 3.269790  0.00
C -4.802678 3.791355 1.366677  0.02
C -5.767494 2.902477 0.977567  0.01
H -4.648188 2.122746 -2.087034  0.13
H -2.874941 3.697329 -1.419640  0.13
H -1.919923 5.100376 0.076993  0.13
H -0.686623 6.685602 1.099340  0.12
H -0.103550 8.062070 3.030336  0.11
H -1.406645 7.897244 5.107444  0.11
H -3.269176 6.301608 5.264066  0.11
H -3.798081 4.867711 3.412440  0.09
H -4.948242 4.299386 2.296669  0.09
H -6.596457 2.665360 1.622712  0.13

Atoms 1-3, force components in eV/Å:
C 0.223 -0.127 -0.002
C -0.164 -0.001 0.320
C 0.323 -0.423 0.523

Summary:
Multiplicity = 1
Kohn-Sham gap = 2.9 eV